(1)
Entry from OMol25: a 3-piece molecular cluster, C23H42BF3N3O12P3 overall in a non-equilibrium geometry (wB97M-V/def2-TZVPD).

Properties
HOMO level ... -9.0 eV

Last column: Löwdin charge in e.
Positions of all 87 atoms, in Å:
P -0.158 0.795 -6.635  0.5292
P -1.134 4.374 7.702  0.7488
P 0.506 -4.870 1.184  0.5306
F 1.109 3.603 -0.135  0.1342
F 1.877 1.578 -0.212  0.1443
F -0.191 2.008 -0.767  0.1097
O -0.350 -5.372 2.285  -0.2328
O -2.146 1.272 7.252  0.1439
O 1.374 -3.716 0.460  -0.1716
O 3.079 5.631 3.687  0.1879
O 1.886 -5.701 1.396  -0.2042
O -1.458 1.771 -6.837  -0.1903
O -0.226 -0.253 3.511  0.1452
O 0.511 0.835 -8.115  -0.2037
O -0.082 -5.554 -0.183  -0.1898
O 0.879 1.950 -6.191  -0.1728
O 1.354 5.400 2.101  0.1830
O -0.701 -0.582 -6.557  -0.2330
N -0.903 0.093 5.710  -0.0438
N 0.023 -0.627 6.565  0.1127
N -1.179 5.945 7.610  -0.3154
C -0.536 -0.582 -9.788  -0.0750
C 0.665 -0.353 -8.891  -0.2873
C -2.157 -4.544 -1.000  -0.0747
C -1.307 1.277 6.412  -0.3653
C -0.123 -1.775 0.449  -0.0761
C 0.067 1.892 4.647  -0.0235
C -0.320 0.456 4.465  -0.3449
C 0.694 2.728 -5.007  -0.2624
C 0.847 2.728 3.849  -0.0975
C -0.333 3.718 6.200  -0.2630
C -0.508 2.401 5.805  -0.0819
C 0.777 -2.700 -0.346  -0.2607
C 2.109 -6.481 2.569  -0.2895
C 0.789 1.904 -3.739  -0.0766
C 1.650 -7.912 2.374  -0.0748
C 1.050 4.066 4.208  -0.0077
C -2.696 1.509 -6.183  -0.2825
C 1.432 2.131 2.568  -0.0808
C 0.454 4.524 5.388  -0.0008
C 0.801 2.314 0.101  -0.6203
C -2.770 2.130 -4.801  -0.0752
C -1.480 -5.750 -0.377  -0.2817
C 0.310 2.075 1.506  -0.0434
B 1.890 5.060 3.311  -0.6199
H -1.976 -6.020 0.556  0.1075
H -2.418 3.801 7.701  0.0089
H -2.634 3.211 -4.850  0.0783
H -2.894 0.437 -6.126  0.1073
H 2.310 2.676 2.226  0.1233
H 1.558 -0.217 -9.504  0.1152
H -0.242 3.284 -5.069  0.1018
H -1.472 -0.470 -9.240  0.0718
H 1.809 1.544 -3.596  0.0870
H -0.272 1.159 1.537  0.1111
H 3.184 -6.465 2.761  0.1147
H 0.850 -1.212 -8.248  0.1030
H -1.710 -4.298 -1.964  0.0791
H -0.701 6.357 8.403  -0.0467
H 1.627 -6.024 3.432  0.1018
H -0.384 2.885 1.741  0.1452
H 1.489 3.474 -5.011  0.1244
H 0.516 2.506 -2.878  0.0610
H 0.551 -1.257 5.969  0.0919
H -0.512 -1.207 7.202  0.0933
H -3.740 1.931 -4.342  0.0806
H -1.579 -6.601 -1.052  0.1188
H -0.853 -2.331 1.043  0.0703
H 1.721 1.118 2.845  0.1192
H 2.006 5.398 1.392  0.1114
H 2.318 -8.440 1.692  0.0748
H 3.689 5.009 4.096  0.1127
H -2.064 -3.666 -0.357  0.0589
H 1.632 -8.447 3.325  0.0761
H -0.510 -1.583 -10.222  0.0764
H -0.656 -1.099 -0.222  0.0858
H -3.474 1.946 -6.811  0.1187
H 0.261 -3.151 -1.195  0.1025
H 0.653 -7.956 1.935  0.0722
H 0.137 1.026 -3.779  0.0700
H 1.603 -2.125 -0.766  0.1233
H 0.467 -1.175 1.142  0.0608
H -0.555 0.148 -10.598  0.0745
H -1.995 1.727 -4.147  0.0584
H 0.572 5.548 5.733  0.1129
H -0.470 3.902 8.854  0.0144
H -3.218 -4.739 -1.158  0.0809


(2)
Entry from OMol25: C23H42Cl2InN2O6P as an isolated structure in a non-equilibrium geometry (wB97M-V/def2-TZVPD).

Properties
HOMO level ... -6.6 eV

Last column: Löwdin charge in e.
Positions of all 77 atoms, in Å:
In 0.176 1.159 1.254  0.2870
Cl -1.701 -0.600 1.488  0.0983
Cl 0.478 2.920 2.917  0.0013
P -1.280 2.408 -0.345  0.6897
O -0.677 3.897 -0.240  -0.3076
O 1.737 -3.170 -0.568  0.0411
O -2.816 2.470 0.180  -0.2866
O -0.504 -0.635 -2.105  -0.0316
O 1.540 1.179 -0.730  -0.1505
O -1.375 2.040 -1.876  -0.2489
N 2.932 0.750 -2.425  -0.1671
N -1.569 -2.590 -1.560  -0.1843
C -1.493 5.026 0.234  -0.2298
C 2.054 -4.565 2.396  -0.0403
C -0.520 2.837 -2.857  -0.2021
C -0.652 2.106 -4.170  -0.0722
C -1.441 -4.025 -1.375  -0.0623
C -4.147 3.318 1.981  -0.0752
C -2.519 5.397 -0.811  -0.0711
C 3.030 -0.186 1.544  -0.1743
C 1.124 -0.868 2.927  -0.2700
C -0.720 -4.830 2.623  -0.0667
C 1.520 -5.637 3.094  -0.0854
C 0.130 -5.812 3.158  -0.0881
C -0.181 -3.748 1.897  -0.0634
C 2.042 0.336 -1.527  -0.2581
C 1.535 -0.462 1.707  -0.3966
C -0.533 -1.866 -2.062  -0.3076
C 3.491 2.096 -2.280  -0.0249
C -2.907 -2.051 -1.630  -0.0672
C 3.507 -0.089 -3.439  -0.0390
C 1.716 -0.268 4.221  -0.0867
C 1.937 -3.015 0.607  -0.2441
C -3.367 2.116 1.500  -0.2935
C 1.200 -3.669 1.724  -0.2089
H 2.844 -2.396 1.134  0.1386
H 0.876 0.026 4.878  0.0836
H -0.785 -2.941 1.474  0.0358
H -1.919 4.788 1.220  0.0987
H 2.979 0.887 1.678  0.0530
H 2.307 -1.054 4.702  0.0675
H -3.358 4.681 -0.802  0.0728
H -4.021 1.251 1.314  0.1057
H 3.381 0.354 -4.426  0.0930
H 2.383 0.565 3.911  0.0620
H 0.245 -1.500 3.071  0.0442
H -3.502 3.983 2.568  0.0736
H 0.528 2.880 -2.493  0.1043
H -1.651 2.311 -4.598  0.0865
H 3.130 -4.484 2.277  0.1133
H 0.332 -2.478 -2.418  0.1351
H 3.169 2.519 -1.307  0.0992
H 1.805 -0.730 -1.573  0.1249
H 2.150 -6.398 3.543  0.0995
H -0.373 -4.290 -1.275  0.0801
H 3.809 -0.511 2.228  0.0775
H -3.441 -2.447 -2.508  0.0911
H 3.030 -1.057 -3.420  0.0912
H -0.503 1.017 -4.032  0.0741
H -2.595 1.815 2.228  0.0548
H -2.076 5.434 -1.817  0.0752
H -0.721 5.796 0.358  0.1269
H -4.582 3.900 1.158  0.0801
H -1.885 -4.573 -2.230  0.0900
H 4.598 2.033 -2.330  0.0976
H -1.823 -4.894 2.667  0.1110
H -1.969 -4.341 -0.460  0.0865
H -2.888 6.385 -0.529  0.0827
H 3.509 -0.428 0.605  0.0559
H -3.485 -2.334 -0.745  0.0815
H 0.121 2.520 -4.843  0.0827
H 3.132 2.745 -3.108  0.0959
H -0.347 -6.656 3.679  0.1035
H -0.941 3.865 -2.885  0.1050
H -2.845 -0.962 -1.698  0.0804
H -4.943 2.955 2.633  0.0806
H 4.578 -0.205 -3.283  0.0914


(3)
Entry from OMol25: C23H42Cl3CuN4O3Si as an isolated structure in a non-equilibrium geometry (wB97M-V/def2-TZVPD).

Properties
HOMO level (spin up / spin down) ... -4.5 / -4.3 eV
Total charge ... -1
ΔE to the lowest compared entry with this formula, charge and spin ... 0.365 eV
2S+1 ... 2

Last column: Mulliken spin population.
Positions of all 77 atoms, in Å:
Cu -0.182 0.333 0.614  0.6738
Cl 2.909 -4.388 1.060  -0.0001
Cl 0.657 1.922 1.961  0.0280
Cl 0.615 -1.768 0.649  0.0704
Si 1.706 -5.127 2.607  -0.0011
O -1.769 -0.135 1.734  0.0333
O -2.027 -0.905 -1.448  -0.0013
O 0.663 0.723 -1.163  0.1624
N -1.446 2.090 -0.263  0.0094
N -2.661 -0.822 3.702  0.0015
N -0.551 -0.989 -3.212  0.0006
N -3.272 3.535 0.650  0.0005
C -3.272 3.859 2.094  -0.0003
C 2.383 -6.473 3.787  -0.0001
C -4.031 -0.824 3.208  0.0026
C 0.023 4.264 -3.452  0.0009
C 2.879 0.965 -1.861  0.0116
C -1.628 -0.496 2.930  -0.0087
C 1.215 2.950 -1.811  0.0083
C 4.187 0.565 -3.943  0.0002
C 0.359 -6.142 1.758  -0.0001
C -2.304 2.788 0.146  0.0020
C 3.558 -0.108 -1.049  0.0034
C -4.479 3.904 -0.121  -0.0002
C 0.293 -2.031 -2.690  -0.0029
C 1.743 5.293 -2.084  -0.0003
C 1.660 1.632 -1.172  0.0121
C -1.660 -0.551 -2.557  -0.0019
C 0.790 5.380 -3.107  -0.0001
C 1.894 4.090 -1.389  -0.0006
C 0.212 3.045 -2.777  0.0074
C -2.492 -1.160 5.109  0.0007
C 3.164 1.253 -3.130  -0.0033
C 1.485 -3.494 3.558  -0.0011
C -0.194 -0.477 -4.512  0.0004
H 0.704 0.148 -4.466  0.0001
H 2.825 -0.743 -0.511  -0.0023
H -3.397 2.932 2.672  0.0004
H 4.159 -0.737 -1.718  0.0003
H 3.745 0.199 -4.865  0.0001
H -0.537 -6.298 2.372  0.0000
H 0.207 -2.913 -3.344  -0.0001
H -4.065 -0.489 2.172  -0.0013
H -4.211 4.452 -1.032  0.0001
H 1.641 -6.657 4.584  0.0000
H -4.642 -0.169 3.838  -0.0001
H -4.457 -1.831 3.277  -0.0002
H 1.229 -2.667 2.865  -0.0004
H 2.465 -3.256 4.007  0.0000
H -1.432 -1.074 5.368  0.0001
H 0.007 -2.289 -1.664  0.0009
H -4.098 4.539 2.339  0.0000
H 2.568 3.966 -0.533  -0.0013
H -3.085 -0.471 5.723  0.0000
H 0.004 -1.310 -5.190  -0.0001
H 2.534 -7.438 3.272  0.0000
H -5.140 4.536 0.488  0.0000
H -5.027 2.993 -0.388  0.0001
H 0.649 6.322 -3.638  0.0000
H -0.425 2.180 -2.996  -0.0017
H 2.367 6.150 -1.821  0.0001
H -2.324 4.327 2.385  0.0001
H -2.209 0.200 -3.152  0.0002
H 4.263 0.319 -0.307  -0.0001
H -1.021 0.117 -4.902  0.0001
H 1.979 1.865 -0.147  -0.0055
H 1.341 -1.697 -2.699  0.0008
H -0.728 4.327 -4.247  0.0001
H 0.744 -3.511 4.375  0.0001
H 4.646 -0.276 -3.435  -0.0001
H 0.767 -7.145 1.545  0.0000
H -2.828 -2.188 5.296  0.0000
H -0.631 -0.507 3.413  0.0018
H 0.063 -5.689 0.803  0.0004
H 2.603 2.048 -3.612  -0.0004
H 4.988 1.241 -4.224  0.0002
H 3.330 -6.210 4.277  0.0000


Number 1: calculated total energy -3317.4511 Ha. Number 2: calculated total energy -2914.3950 Ha. Number 3: calculated total energy -4657.0163 Ha.